(1)
Formula: C20H35BeN2Sb2Si
Source: OMol25
Level of theory: ωB97M-V/def2-TZVPD

HOMO-LUMO gap = 8.73 eV
Total charge = +1

Geometry (Å):
Be1 0.323 0.404 0.244
C1 -1.064 1.474 -3.766
Sb1 -1.098 0.662 -1.801
C2 -2.925 1.551 -1.173
C3 -1.883 -1.292 -2.275
C4 -0.873 -2.172 -2.965
C5 -0.644 -1.987 -4.330
C6 0.283 -2.746 -5.024
C7 1.003 -3.726 -4.353
C8 0.776 -3.931 -3.003
C9 -0.153 -3.170 -2.291
C10 -0.342 -3.445 -0.826
Sb2 0.725 -2.030 0.382
C11 2.690 -2.653 -0.139
C12 0.524 -2.982 2.267
H1 -2.009 1.205 -4.234
H2 -0.233 1.085 -4.348
H3 -0.986 2.557 -3.697
H4 -3.711 1.272 -1.874
H5 -2.820 2.635 -1.154
H6 -3.168 1.206 -0.169
H7 -2.748 -1.110 -2.913
H8 -2.248 -1.705 -1.336
H9 -1.225 -1.240 -4.861
H10 0.432 -2.586 -6.084
H11 1.723 -4.338 -4.881
H12 1.320 -4.713 -2.483
H13 0.076 -4.414 -0.556
H14 -1.387 -3.433 -0.518
H15 2.778 -3.725 0.032
H16 3.419 -2.127 0.477
H17 2.879 -2.437 -1.190
H18 0.823 -4.024 2.163
H19 -0.513 -2.922 2.593
H20 1.154 -2.487 3.003
C13 -3.543 0.505 4.290
Si1 -2.333 1.858 3.895
C14 -3.222 3.407 3.386
C15 -1.204 2.174 5.336
C16 -1.293 1.300 2.476
C17 -0.598 0.935 1.542
H21 -4.177 0.792 5.133
H22 -3.021 -0.417 4.559
H23 -4.191 0.294 3.437
H24 -3.845 3.780 4.203
H25 -3.870 3.219 2.526
H26 -2.514 4.193 3.113
H27 -1.769 2.508 6.209
H28 -0.468 2.944 5.093
H29 -0.666 1.263 5.608
C18 4.863 2.307 -1.083
N1 3.956 2.374 0.067
C19 4.210 3.369 1.121
C20 2.828 1.723 0.056
N2 1.840 1.127 0.058
H30 5.884 2.243 -0.714
H31 4.758 3.194 -1.708
H32 4.644 1.420 -1.672
H33 5.242 3.268 1.449
H34 3.548 3.185 1.963
H35 4.044 4.377 0.742

=====

(2)
Formula: C20H35Cl10Mg2O10
Source: OMol25
Level of theory: ωB97M-V/def2-TZVPD

HOMO-LUMO gap (spin up / spin down) = 1.32 / 7.39 eV
Total charge = -2
Multiplicity = 2

Geometry (Å):
Mg1 -2.688 1.704 0.206
Mg2 -2.249 -1.701 0.825
C1 -3.095 5.500 0.832
C2 -2.832 4.006 0.661
O1 -3.184 3.172 1.477
O2 -2.452 3.565 -0.450
H1 -2.436 5.804 1.645
H2 -4.104 5.661 1.213
H3 -2.781 6.124 -0.004
C3 1.483 0.211 -0.261
C4 0.015 0.156 0.134
O3 -0.704 1.188 -0.011
O4 -0.492 -0.933 0.440
H4 1.777 -0.747 -0.689
H5 2.156 0.277 0.594
H6 1.670 1.012 -0.976
C5 -4.640 -0.800 -2.722
C6 -3.735 -0.452 -1.489
O5 -3.747 0.734 -1.122
O6 -3.130 -1.297 -0.826
H7 -5.084 0.142 -3.045
H8 -5.380 -1.570 -2.505
H9 -3.981 -1.111 -3.533
C7 -0.804 -5.732 1.200
C8 -1.169 -4.309 1.546
O7 -0.759 -3.813 2.600
O8 -1.823 -3.596 0.741
H10 -1.064 -6.297 2.096
H11 0.264 -5.912 1.085
H12 -1.412 -6.083 0.366
C9 -3.426 0.397 3.952
C10 -2.834 -0.243 2.751
O9 -2.214 -1.338 2.828
O10 -2.859 0.278 1.663
H13 -4.447 0.745 3.797
H14 -2.809 1.266 4.180
H15 -3.479 -0.287 4.799
Cl1 0.977 2.261 -4.925
C11 0.236 1.267 -3.566
C12 -1.104 0.637 -3.866
Cl2 -2.470 1.772 -4.168
H16 0.255 1.882 -2.666
H17 0.972 0.482 -3.389
H18 -1.355 0.005 -3.014
H19 -1.027 -0.097 -4.668
Cl3 7.305 -0.240 -1.780
C13 6.160 -1.580 -1.763
C14 4.923 -1.312 -0.872
Cl4 5.282 -1.246 0.939
H20 6.718 -2.460 -1.441
H21 5.905 -1.799 -2.800
H22 4.162 -2.051 -1.123
H23 4.507 -0.349 -1.170
Cl5 -0.503 -2.758 -2.791
C15 0.840 -3.657 -1.995
C16 1.700 -4.466 -2.942
Cl6 2.936 -5.301 -1.887
H24 0.494 -4.209 -1.121
H25 1.558 -2.914 -1.650
H26 2.252 -3.833 -3.636
H27 1.142 -5.255 -3.447
Cl7 3.098 4.245 1.588
C17 1.618 4.017 0.787
C18 1.434 4.992 -0.325
Cl8 2.228 4.553 -1.899
H28 0.883 4.029 1.591
H29 1.701 3.024 0.343
H30 1.796 5.961 0.020
H31 0.388 5.022 -0.630
Cl9 1.174 -1.485 3.634
C19 1.600 -0.130 4.775
C20 1.931 1.122 3.942
Cl10 0.447 1.634 3.224
H32 2.444 -0.540 5.329
H33 0.844 0.107 5.524
H34 2.728 1.062 3.200
H35 2.270 1.888 4.639

=====

(3)
Formula: C20H35F6IN4O5PS
Source: OMol25
Level of theory: ωB97M-V/def2-TZVPD

HOMO-LUMO gap = 8.49 eV
Total charge = +1

Geometry (Å):
C1 2.723 -2.339 3.918
C2 1.435 -2.157 4.210
N1 0.393 -2.997 3.668
C3 -0.422 -2.377 2.745
N2 -0.362 -2.561 1.359
C4 0.649 -1.657 0.726
C5 0.256 -1.332 -0.724
C6 0.232 0.176 -1.044
I1 -1.686 0.892 -1.662
C7 -0.102 -3.959 0.972
C8 -1.072 -4.962 1.581
C9 -0.482 -6.381 1.402
O1 -2.357 -4.859 1.007
N3 -1.317 -1.529 3.160
N4 -1.434 -1.187 4.524
C10 -2.210 -1.943 5.205
C11 -3.138 -2.968 4.624
C12 -2.224 -1.729 6.688
P1 -2.420 -0.694 2.002
S1 -3.472 0.651 2.877
H1 3.432 -1.591 4.231
H2 3.036 -3.237 3.403
H3 1.126 -1.411 4.927
H4 0.718 -3.904 3.368
H5 0.727 -0.750 1.321
H6 1.634 -2.124 0.728
H7 0.954 -1.794 -1.419
H8 -0.714 -1.768 -0.948
H9 0.901 0.382 -1.870
H10 0.582 0.773 -0.213
H11 0.931 -4.245 1.197
H12 -0.208 -4.029 -0.108
H13 -1.213 -4.817 2.652
H14 -1.253 -7.084 1.114
H15 0.279 -6.365 0.621
H16 0.028 -6.706 2.305
H17 -2.327 -5.195 0.109
H18 -3.597 -3.575 5.393
H19 -3.913 -2.435 4.071
H20 -2.654 -3.640 3.917
H21 -2.288 -0.674 6.935
H22 -1.316 -2.142 7.122
H23 -3.068 -2.250 7.128
H24 -1.518 -0.137 1.101
H25 -3.141 -1.732 1.398
C13 6.161 4.121 -3.327
C14 5.018 3.140 -3.460
O2 4.711 2.517 -2.190
C15 3.952 3.221 -1.370
O3 3.486 4.301 -1.557
C16 3.691 2.408 -0.089
F1 4.797 1.830 0.373
F2 2.795 1.427 -0.340
F3 3.188 3.172 0.865
H26 7.035 3.632 -2.895
H27 6.428 4.517 -4.305
H28 5.891 4.954 -2.680
H29 5.289 2.319 -4.120
H30 4.123 3.613 -3.861
C17 -3.163 4.277 -3.587
C18 -3.236 3.763 -5.008
O4 -3.163 4.841 -5.958
C19 -1.946 5.284 -6.231
O5 -0.919 4.881 -5.775
C20 -2.027 6.402 -7.287
F4 -2.998 7.267 -6.999
F5 -2.280 5.869 -8.485
F6 -0.881 7.060 -7.353
H31 -3.939 5.022 -3.407
H32 -3.295 3.457 -2.881
H33 -2.201 4.748 -3.388
H34 -4.193 3.279 -5.193
H35 -2.450 3.038 -5.214

=====

| no. | E (eV) |
| --- | --- |
| 1 | -45636.837 |
| 2 | -177909.108 |
| 3 | -82027.544 |